# 1
Formula: ClH2O2PS2
Source: the OMol25 dataset
Level of theory: ωB97M-V/def2-TZVPD

Calculated values
HOMO = -0.390 Eh
E_LUMO = -0.036 hartree
frontier orbital gap = 9.6202 eV
multiplicity = 1
E = -47608.5186 eV
energy above the lowest of the compared OMol25 structures with the same formula, charge and spin = 64.74 kcal per mole

Each line ends with the Mulliken charge.
Cartesian coordinates (Å):
O -0.109 0.364 -2.213  -0.518
O -0.313 -0.125 2.369  -0.369
P 0.075 -0.534 -1.101  0.357
S 1.657 -0.107 0.146  -0.093
S 0.482 0.868 1.715  0.478
Cl -0.859 2.002 0.630  -0.102
H -0.992 -0.597 -0.011  0.133
H 0.059 -1.870 -1.534  0.114


# 2
Formula: ClH2O3P2
Source: the OMol25 dataset
Level of theory: ωB97M-V/def2-TZVPD

Calculated values
HOMO = -0.172 Eh
E_LUMO = 0.135 hartree
frontier orbital gap = 8.3484 eV
multiplicity = 1
E = -37276.9588 eV
charge = -1
energy above the lowest of the compared OMol25 structures with the same formula, charge and spin = 53.20 kcal per mole

Each line ends with the Mulliken charge.
Cartesian coordinates (Å):
O -0.131 -3.022 -0.399  -0.676
O -1.890 -1.286 -1.243  -0.666
O 0.338 -1.535 -2.505  -0.269
P 0.815 -0.225 -0.009  -0.196
P -0.508 -1.711 -1.030  0.850
Cl -0.031 -2.763 -3.457  -0.088
H 2.113 -0.634 -0.240  0.008
H 0.775 -0.848 1.274  0.038


# 3
Formula: ClH2OP
Source: the OMol25 dataset
Level of theory: ωB97M-V/def2-TZVPD

Calculated values
HOMO = -0.370 Eh
E_LUMO = -0.010 hartree
frontier orbital gap = 9.8027 eV
multiplicity = 1
SMILES = OPCl
E = -23891.1996 eV
energy above the lowest of the compared OMol25 structures with the same formula, charge and spin = 13.40 kcal per mole

Each line ends with the Mulliken charge.
Cartesian coordinates (Å):
O -1.155 0.436 0.187  -0.398
P -0.112 -0.793 0.097  0.261
Cl 2.014 0.228 0.033  -0.336
H -0.823 0.870 1.039  0.362
H 0.076 -0.740 -1.356  0.111


# 4
Formula: ClH2OZr
Source: the OMol25 dataset
Level of theory: ωB97M-V/def2-TZVPD

Calculated values
HOMO (spin up / spin down) = -0.746 / -0.774 Eh
E_LUMO (spin up / spin down) = -0.463 / -0.454 hartree
⟨S²⟩ = 0.754
frontier orbital gap (spin up / spin down) = 7.7021 / 8.7233 eV
multiplicity = 2
E = -15861.1181 eV
charge = +2

Each line ends with the Mulliken charge.
Cartesian coordinates (Å):
Zr 24.616 16.262 20.023  1.904
Cl 22.368 15.566 19.121  -0.156
O 23.255 18.103 20.087  -0.522
H 22.346 17.895 20.302  0.406
H 23.369 19.009 20.373  0.368


# 5
Formula: ClH3N2OS
Source: the OMol25 dataset
Level of theory: ωB97M-V/def2-TZVPD

Calculated values
HOMO (spin up / spin down) = -0.215 / -0.393 Eh
E_LUMO (spin up / spin down) = 0.020 / -0.153 hartree
⟨S²⟩ = 2.008
frontier orbital gap (spin up / spin down) = 6.3789 / 6.5192 eV
multiplicity = 3
E = -28427.3135 eV
energy above the lowest of the compared OMol25 structures with the same formula, charge and spin = 54.03 kcal per mole

Each line ends with the Mulliken charge.
Cartesian coordinates (Å):
N -0.417 -0.965 1.487  -0.293
N 0.175 0.384 -0.868  -0.505
O -0.862 -1.790 -0.824  -0.578
S -0.739 -0.622 0.058  0.772
Cl -2.406 0.623 0.091  -0.295
H -0.190 -0.198 2.079  0.306
H 0.130 -0.179 -1.726  0.300
H 0.105 1.319 -1.073  0.293


# 6
Formula: ClH3N3P3
Source: the OMol25 dataset
Level of theory: ωB97M-V/def2-TZVPD

Calculated values
HOMO = -0.323 Eh
E_LUMO = -0.013 hartree
frontier orbital gap = 8.4439 eV
multiplicity = 1
SMILES = Clp1np[nH][pH][nH]1
E = -44908.8481 eV
energy above the lowest of the compared OMol25 structures with the same formula, charge and spin = 6.37 kcal per mole

Each line ends with the Mulliken charge.
Cartesian coordinates (Å):
Cl -0.781 1.938 -2.192  -0.200
P -0.011 0.277 -1.588  0.179
N 1.352 0.978 -0.905  -0.184
P 1.977 0.596 0.523  0.160
N 0.898 -0.457 1.248  -0.305
P -0.729 -0.893 1.033  0.040
N -1.095 0.158 -0.256  -0.318
H 0.902 -0.344 2.271  0.303
H -0.508 -2.189 0.439  0.040
H -2.006 -0.064 -0.573  0.285


# 7
Formula: ClH3NPS
Source: the OMol25 dataset
Level of theory: ωB97M-V/def2-TZVPD

Calculated values
HOMO (spin up / spin down) = -0.342 / -0.288 Eh
E_LUMO (spin up / spin down) = -0.036 / -0.077 hartree
frontier orbital gap (spin up / spin down) = 8.3352 / 5.7317 eV
multiplicity = 1
E = -34183.8015 eV
energy above the lowest of the compared OMol25 structures with the same formula, charge and spin = 52.69 kcal per mole

Each line ends with the Mulliken charge.
Cartesian coordinates (Å):
N -0.062 -1.247 -1.302  -0.542
P 0.222 -1.013 0.385  0.290
S 0.728 1.982 1.778  -0.294
Cl -1.634 -1.117 1.059  -0.137
H -0.583 -0.506 -1.680  0.282
H 0.899 -1.372 -1.673  0.280
H 0.430 3.274 1.432  0.121


# 8
Formula: ClH3OSi
Source: the OMol25 dataset
Level of theory: ωB97M-V/def2-TZVPD

Calculated values
HOMO = -0.411 Eh
E_LUMO = 0.024 hartree
frontier orbital gap = 11.8489 eV
multiplicity = 1
SMILES = O[SiH2]Cl
E = -22498.5095 eV
energy above the lowest of the compared OMol25 structures with the same formula, charge and spin = 0.00 kcal per mole

Each line ends with the Mulliken charge.
Cartesian coordinates (Å):
O 1.092 0.283 -0.563  -0.411
Si -0.179 -0.284 0.262  0.554
Cl -1.460 1.220 0.688  -0.228
H 1.029 0.833 -1.341  0.321
H 0.439 -0.786 1.473  -0.122
H -0.921 -1.266 -0.518  -0.114


# 9
Formula: ClH3S
Source: the OMol25 dataset
Level of theory: ωB97M-V/def2-TZVPD

Calculated values
HOMO = -0.346 Eh
E_LUMO = 0.024 hartree
frontier orbital gap = 10.0800 eV
multiplicity = 1
SMILES = Cl.S
E = -23405.8820 eV
energy above the lowest of the compared OMol25 structures with the same formula, charge and spin = 11.39 kcal per mole

Each line ends with the Mulliken charge.
Cartesian coordinates (Å):
Cl -0.021 1.783 0.470  -0.207
H -0.153 1.190 -0.663  0.231
S 0.659 -1.125 0.071  -0.344
H -0.273 -1.015 1.032  0.203
H -0.211 -0.833 -0.910  0.118


# 10
Formula: ClH4NSi
Source: the OMol25 dataset
Level of theory: ωB97M-V/def2-TZVPD

Calculated values
HOMO = -0.371 Eh
E_LUMO = 0.029 hartree
frontier orbital gap = 10.8820 eV
multiplicity = 1
SMILES = N[SiH2]Cl
E = -21956.1769 eV
energy above the lowest of the compared OMol25 structures with the same formula, charge and spin = 14.93 kcal per mole

Each line ends with the Mulliken charge.
Cartesian coordinates (Å):
N 0.298 0.035 -0.905  -0.467
Si 0.494 0.031 0.794  0.403
Cl 2.524 0.175 0.663  -0.238
H 0.630 -0.734 -1.491  0.246
H -0.672 0.201 -1.261  0.239
H -0.446 -0.716 1.748  -0.083
H 0.087 1.471 1.200  -0.100


# 11
Formula: ClH50O25
Source: the OMol25 dataset
Level of theory: ωB97M-V/def2-TZVPD

Calculated values
HOMO = -0.281 Eh
E_LUMO = 0.047 hartree
frontier orbital gap = 8.9219 eV
multiplicity = 1
E = -64528.7607 eV
charge = -1
energy above the lowest of the compared OMol25 structures with the same formula, charge and spin = 0.00 kcal per mole

Each line ends with the Mulliken charge.
Cartesian coordinates (Å):
Cl 0.040 0.204 0.406  -0.739
O 2.773 -3.845 -2.156  -0.673
H 1.925 -4.289 -2.167  0.296
H 2.557 -2.918 -2.059  0.407
O 1.800 -1.174 -2.189  -0.459
H 2.689 -0.819 -2.201  0.341
H 1.427 -0.858 -1.366  0.177
O -0.907 -2.305 -3.285  -0.729
H -0.141 -1.764 -3.479  0.307
H -1.422 -1.781 -2.673  0.384
O 2.718 4.074 -0.381  -0.692
H 2.885 3.213 0.002  0.455
H 3.576 4.376 -0.679  0.304
O 0.719 -0.324 3.743  -0.546
H 1.645 -0.364 3.981  0.219
H 0.719 -0.141 2.804  0.275
O 1.083 -2.432 1.665  -0.490
H 1.790 -2.839 1.163  0.253
H 0.982 -1.564 1.275  0.090
O 2.966 1.504 0.532  -0.628
H 2.097 1.173 0.759  0.196
H 3.542 1.155 1.212  0.463
O -4.271 -1.459 2.405  -0.673
H -4.027 -0.945 3.175  0.323
H -3.502 -2.000 2.224  0.413
O 0.208 2.298 -3.108  -0.616
H 0.265 2.347 -2.154  0.421
H 0.216 3.211 -3.396  0.263
O 4.579 0.583 2.463  -0.566
H 4.125 0.456 3.297  0.245
H 5.509 0.570 2.692  0.253
O -1.647 -3.995 -0.986  -0.635
H -1.058 -3.695 -1.678  0.370
H -1.960 -3.191 -0.571  0.285
O -2.219 0.976 -4.614  -0.671
H -1.320 0.658 -4.696  0.340
H -2.451 0.806 -3.700  0.324
O 2.773 3.353 -3.370  -0.654
H 1.954 3.105 -3.799  0.333
H 2.563 3.356 -2.436  0.428
O 3.573 -2.648 0.420  -0.499
H 3.813 -1.974 -0.216  0.268
H 4.359 -3.188 0.507  0.222
O 0.081 3.150 -0.411  -0.753
H 0.997 3.305 -0.182  0.260
H -0.125 2.302 -0.016  0.257
O -1.897 -2.679 1.766  -0.642
H -1.280 -3.327 2.103  0.256
H -1.349 -1.940 1.502  0.326
O 0.846 0.168 -4.300  -0.793
H 0.532 0.946 -3.840  0.487
H 1.377 -0.296 -3.653  0.324
O -4.344 1.460 0.485  -0.561
H -5.206 1.464 0.069  0.247
H -4.520 1.231 1.398  0.281
O -0.674 -1.588 5.569  -0.647
H -0.055 -1.223 6.201  0.250
H -0.365 -1.272 4.720  0.488
O -2.761 -0.437 -1.968  -0.562
H -2.325 -0.091 -1.190  0.136
H -3.345 -1.117 -1.633  0.382
O -3.780 0.375 4.387  -0.654
H -2.851 0.607 4.377  0.328
H -4.104 0.723 5.218  0.261
O 4.295 0.006 -1.511  -0.663
H 4.037 0.504 -0.735  0.388
H 4.676 0.658 -2.099  0.258
O -4.121 -2.387 -0.766  -0.558
H -4.300 -2.066 0.118  0.319
H -4.929 -2.827 -1.029  0.219
O -2.469 3.699 0.537  -0.712
H -2.916 2.873 0.352  0.372
H -1.721 3.705 -0.061  0.343
O -1.393 2.341 2.794  -0.664
H -1.087 1.778 2.083  0.275
H -1.866 3.047 2.354  0.365


# 12
Formula: ClH6N4P
Source: the OMol25 dataset
Level of theory: ωB97M-V/def2-TZVPD

Calculated values
HOMO = -0.328 Eh
E_LUMO = 0.036 hartree
frontier orbital gap = 9.9042 eV
multiplicity = 1
SMILES = NNP(Cl)NN
E = -27867.6347 eV
energy above the lowest of the compared OMol25 structures with the same formula, charge and spin = 0.00 kcal per mole

Each line ends with the Mulliken charge.
Cartesian coordinates (Å):
N -1.125 -2.318 0.218  -0.503
N -0.558 -1.125 0.676  -0.341
P 0.301 -0.231 -0.596  0.277
Cl 2.132 -1.243 -0.336  -0.284
N 0.493 1.279 0.216  -0.243
N 1.111 2.283 -0.595  -0.583
H -1.687 -2.186 -0.587  0.258
H -0.360 -3.019 0.049  0.265
H -1.362 -0.404 0.829  0.301
H 0.677 1.298 1.146  0.278
H 2.037 1.912 -1.038  0.278
H 0.290 2.489 -1.263  0.297